Entry 1:
Computed, not measured: a cluster of 17 separate species, C45H90Br12O33 in total, with ωB97M-V/def2-TZVPD.

Last column: Löwdin charge in e.
Geometry (Å):
H1 1.81075 3.35035 -0.69624  0.066
H2 1.79624 0.65048 4.84608  0.091
H3 -7.26427 -5.10694 1.13673  0.076
C1 2.21941 4.22432 3.71659  -0.551
C2 -1.48054 -3.24891 -6.68931  -0.001
H4 -0.60379 -2.66567 -3.13586  0.034
Br1 -6.56204 -1.61731 -0.67044  0.608
H5 -2.53493 2.38552 3.71123  0.002
C3 1.89664 4.34793 -1.17049  0.008
O1 -2.16496 -1.91131 -4.44682  0.088
C4 -5.87393 3.20711 -1.52333  -0.664
H6 -0.55882 -3.02767 -6.12244  0.098
O2 4.71022 -2.23450 -4.70188  0.007
C5 -0.49947 -4.82987 -3.34121  -0.623
C6 3.79829 -2.23621 -8.35082  -0.034
H7 2.90623 3.56871 -5.59422  0.093
H8 4.55937 0.24137 -1.98999  0.055
H9 5.25465 -4.77394 -1.89012  0.104
O3 -0.56297 4.64040 -0.09483  0.098
C7 -3.55026 -3.23747 -2.55196  -0.030
H10 -1.48759 -1.71496 8.21870  0.107
H11 9.20588 2.44943 4.16405  0.087
H12 0.02033 0.96534 4.44925  0.101
C8 6.85848 1.23123 2.72674  -0.641
H13 -1.87372 -2.42808 -7.22734  0.074
C9 -2.27665 2.51618 4.75529  -0.047
H14 0.60024 -7.60218 2.31197  0.025
H15 -1.76507 0.90864 -4.55913  0.043
C10 -1.85221 0.73639 -0.12881  -0.630
H16 0.38899 -6.00251 2.84272  0.054
O4 -2.43300 -3.73578 -5.75014  0.010
O5 -3.53809 -3.60996 -3.93863  -0.019
O6 -0.45455 -5.21526 5.12216  0.115
Br2 -5.15959 -3.99842 1.77323  0.557
H17 -1.76624 5.99971 1.70714  0.080
H18 -3.75494 3.89368 -1.66323  0.010
H19 -0.84929 -4.91639 -4.35701  0.046
O7 4.30878 2.27852 -2.21059  -0.004
H20 -1.09300 -1.79925 3.85667  0.088
C11 5.42230 0.00140 4.22521  -0.013
H21 -3.30133 1.64764 -4.06321  -0.083
H22 4.49951 -0.11299 -4.57842  0.082
H23 -6.38985 -4.69979 -0.32261  0.026
H24 3.60132 -4.24881 -1.63581  0.024
O8 2.30397 3.13771 4.29327  0.093
O9 0.05871 6.58577 0.82031  0.008
H25 -1.25799 2.93034 4.90532  0.098
C12 1.68635 -3.78954 4.45732  -0.032
Br3 -1.69732 3.35515 -4.29149  0.598
H26 5.26945 1.33134 -0.59114  0.110
Br4 -1.92974 -6.31238 1.09248  0.617
H27 -2.87889 -1.86018 4.34881  0.100
C13 4.68991 -2.69271 -3.44487  -0.571
C14 4.49909 1.11509 -1.36819  -0.003
H28 -3.67991 -2.13580 -2.49634  0.097
H29 4.20607 -0.64065 0.67792  0.092
H30 -6.89677 3.54767 -1.71251  0.055
Br5 -5.08031 5.71764 -0.50455  0.603
C15 -0.47375 1.26020 0.06314  -0.686
H31 -0.05211 -0.23525 -5.25098  0.078
H32 0.12982 -7.33622 0.06317  0.050
C16 -2.57776 1.63661 -4.83255  -0.668
H33 1.57352 2.91456 -4.60857  0.066
C17 -6.78796 1.87573 3.42329  -0.582
H34 3.96585 -3.31639 -8.45723  0.102
O10 -2.30975 1.21610 5.28895  -0.013
Br6 -3.00632 1.47225 1.30900  0.721
C18 0.58851 0.16573 -6.02887  -0.015
C19 -2.99307 1.67835 -6.25493  -0.613
O11 2.53182 -2.10714 -7.75203  0.017
O12 2.88131 -1.38722 3.21574  0.089
H35 0.04173 0.87983 0.93599  0.042
H36 3.53038 3.70292 0.78998  0.074
O13 2.79792 1.16744 -3.43663  0.015
O14 2.23112 -0.66528 1.20538  -0.030
C20 2.36106 3.66267 -4.69045  -0.011
H37 0.01376 0.78502 -6.73134  0.100
Br7 0.92960 -6.16182 -3.18409  0.668
C21 3.51184 3.47065 1.85190  0.013
H38 0.05780 5.09817 5.43218  0.079
H39 -8.46503 -3.13118 -0.22329  0.079
H40 -2.24209 1.68479 -7.06049  0.059
H41 9.65571 0.78520 3.77637  0.104
C22 -4.74881 4.23000 -1.74635  -0.683
H42 0.95676 -3.36098 -3.62487  0.023
C23 2.28960 -0.96097 -7.19420  -0.640
C24 -2.62712 -2.96976 -4.73420  -0.687
O15 -1.64075 -0.24084 6.77956  -0.042
H43 1.08297 6.48355 5.79017  0.100
H44 -7.74912 -2.40574 1.24726  0.014
H45 -4.81882 4.70343 -2.76844  0.069
H46 -1.33172 -4.13234 -7.31003  0.109
C25 -6.74368 -4.26719 0.57423  -0.607
Br8 0.53292 0.83889 -1.50166  0.802
H47 -5.83606 -1.14577 3.83840  0.103
O16 3.00158 0.00647 -7.27982  0.122
O17 1.52844 5.45027 -0.24382  0.028
H48 -2.30946 1.16812 -1.01539  0.028
C26 3.36165 2.19737 -3.10450  -0.671
O18 5.68348 0.67229 2.97631  -0.008
H49 -1.26659 -5.17783 -2.63387  0.059
H50 -8.51240 3.69675 2.61638  0.088
Br9 -5.54407 1.72915 -2.76101  0.659
H51 -6.91934 4.40718 3.06612  0.112
C27 -0.60183 -4.10309 4.68675  -0.664
H52 -0.95434 -0.11338 8.64238  0.071
H53 4.35917 -0.28195 4.17897  0.071
H54 9.06541 1.95846 2.45870  0.081
C28 0.91097 0.27636 4.34602  0.004
H55 4.51982 3.41034 2.30579  0.106
H56 2.04982 4.65811 -4.47044  0.091
C29 -2.03933 -2.38292 3.84321  -0.015
O19 -6.81456 0.65560 3.94368  0.021
C30 -1.73876 -0.63323 8.14979  -0.050
C31 -1.30192 6.83050 1.22591  -0.031
H57 -2.40262 -2.58833 2.81859  0.081
H58 2.23563 -3.62223 3.55792  0.062
O20 -6.10098 2.26817 2.49978  0.058
H59 3.70516 -1.81304 -9.34792  0.102
O21 1.52246 5.34834 4.05029  -0.015
C32 -7.87843 3.93422 3.44766  -0.060
H60 -5.90386 2.73275 -0.50078  0.059
H61 1.44909 0.69727 -5.62076  0.075
O22 7.71447 1.13097 3.72771  -0.018
H62 -3.61386 2.52171 -6.33937  0.032
C33 2.20630 -0.66253 2.52595  -0.579
H63 -2.98476 3.15035 5.30290  0.110
C34 1.08378 5.44733 5.41239  -0.028
H64 2.91708 4.59721 -1.36099  0.090
H65 3.94941 -5.73589 -2.65514  0.073
H66 3.01662 2.50025 1.98285  0.092
H67 -4.41164 -3.73243 -2.14054  0.073
H68 -1.26957 7.64632 1.95189  0.096
O23 1.27327 0.23412 2.93533  -0.019
O24 -1.78265 -3.59715 4.53960  0.022
H69 0.51270 -0.62199 4.74644  0.061
H70 5.59382 0.68831 5.09550  0.112
O25 2.66074 4.45682 2.48931  -0.002
Br10 -4.08119 0.02920 -6.61340  0.624
O26 -1.64372 1.98769 7.31459  0.108
H71 0.29196 -5.59182 0.15993  -0.051
C35 -7.51995 -2.95938 0.37767  -0.663
H72 1.83756 -4.80520 4.82826  0.101
H73 3.46639 1.06395 -0.85775  0.082
H74 6.09437 -0.69470 -3.99573  0.121
O27 7.06039 1.84833 1.71515  0.105
H75 3.55964 -2.28034 1.06755  0.097
O28 4.30794 -3.96546 -3.54388  -0.014
H76 -1.89777 7.16446 0.40754  0.074
C36 -1.89225 1.08902 6.51040  -0.589
H77 -8.36177 4.61471 4.14272  0.092
O29 0.35568 -3.30144 4.24711  -0.018
C37 4.23905 -4.74389 -2.30854  -0.028
O30 3.22046 3.41397 -3.59288  -0.025
H78 -2.66392 -0.35421 8.69114  0.108
H79 5.56703 -0.65594 -5.77255  0.074
C38 9.04555 1.64502 3.47981  0.010
H80 1.73902 4.77012 5.96938  0.094
H81 -6.17976 -0.45360 2.22948  0.048
C39 3.35335 -1.32419 0.60569  -0.049
H82 -2.61474 -3.51337 -2.09601  0.070
H83 4.60076 -1.84125 -7.70128  0.097
H84 3.13190 -1.43149 -0.46297  0.051
C40 0.72346 -6.63666 1.98013  -0.683
O31 1.12895 -1.05015 -6.54064  -0.008
H85 1.15519 4.41168 -2.00094  0.110
O32 -7.62862 2.70922 4.10998  -0.016
H86 -2.05087 -0.37989 -0.07586  0.084
Br11 2.62390 -6.38897 1.62845  0.633
C41 0.11090 -3.47744 -3.02868  -0.562
H87 2.03143 -3.16743 5.24544  0.087
H88 6.11089 -0.83592 4.30519  0.097
C42 0.29537 5.45831 0.13515  -0.649
O33 4.88287 -2.02330 -2.41689  0.073
C43 -0.02529 -6.47849 0.69752  -0.721
C44 -5.88668 -0.21696 3.22848  -0.024
H89 -0.39512 2.34404 0.06248  0.021
H90 -4.95727 0.34171 3.18475  0.040
C45 5.27495 -0.88961 -4.76339  -0.027
Br12 0.86078 -3.28309 -1.14105  0.664

Properties
- Max |F|: 0.070 Eh/bohr
- HOMO-LUMO gap: 0.3654 Eh
- Multiplicity: 1
- Charge: 0

Entry 2:
Computed, not measured: a structure of composition C22H42AlCl3N2O4Si, with ωB97M-V/def2-TZVPD.

Last column: Löwdin charge in e.
Geometry (Å):
Cl1 1.93139 0.35536 -2.59056  0.317
H1 5.52571 1.23525 -0.93201  0.038
O1 -0.77501 -2.36610 0.46265  -0.118
H2 -1.68768 2.64609 -3.08849  0.087
H3 3.51965 2.29739 1.04627  0.033
H4 -3.70308 2.19681 -2.63519  0.093
H5 4.21276 2.77668 -3.39475  0.042
C1 -3.83866 4.58689 2.24233  -0.218
C2 -1.85529 3.09255 2.12028  -0.528
C3 3.35195 3.12558 -2.79825  -0.225
H6 4.45148 -0.02329 -0.23622  0.038
H7 -0.07626 -4.83801 -0.17636  0.081
H8 2.02989 -3.26037 -3.61076  0.104
H9 -0.28198 1.43828 2.21263  0.052
Cl2 2.05578 -2.07091 1.62862  0.348
C4 -3.96991 -1.23244 1.70267  -0.108
H10 -3.32410 5.02614 1.35389  0.065
H11 3.66279 -2.74203 -0.37733  0.111
H12 2.66692 -4.94799 -3.52497  0.105
C5 -3.49023 1.46832 -1.83956  -0.037
H13 -1.67269 -2.11609 0.16355  0.104
C6 -1.98989 -0.26415 3.41277  -0.034
O2 -0.65017 -0.79668 -1.68332  -0.143
H14 3.62788 -3.75343 -4.28735  0.102
O3 1.78477 -2.53997 -1.27902  -0.050
C7 -0.83154 -4.82092 0.63027  -0.065
H15 5.51491 -4.11678 -2.84140  0.100
H16 0.15549 -3.41234 1.94035  0.033
C8 -3.82559 -1.76791 2.98971  -0.131
H17 -1.81546 -4.97306 0.16190  0.085
H18 -0.57981 2.34119 -1.74551  0.085
C9 -3.13938 -0.19328 1.28381  -0.055
H19 5.28633 -3.87284 -1.04763  0.107
C10 -0.76004 4.07062 2.45225  -0.036
Cl3 0.39638 0.39407 0.59279  0.628
H20 2.42113 3.15837 -3.37127  0.027
H21 -1.18886 0.12500 4.05232  0.122
H22 -4.46200 -2.59386 3.32524  0.092
H23 -4.20833 0.63796 -1.86958  0.096
H24 -3.73450 5.28010 3.11006  0.042
C11 -3.20970 3.27144 2.49391  -0.242
N1 -2.12991 0.94952 -1.98110  -0.136
N2 3.58778 -3.59164 -2.21815  -0.148
H25 -1.59286 -3.36116 2.12944  0.113
H26 4.18993 3.50097 -0.07640  0.034
H27 -0.19246 4.63426 1.66001  0.082
C12 -1.38201 1.59569 1.98919  -0.351
C13 3.30401 2.86497 0.12584  -0.190
H28 -3.56407 1.97723 -0.86990  0.089
H29 4.82978 -0.05885 -1.98729  0.016
H30 -3.24004 0.20046 0.26688  0.063
C14 2.91213 -3.88314 -3.46777  -0.002
H31 -3.78532 2.46460 2.97827  0.051
C15 -1.80320 -0.29419 -1.57463  -0.284
H32 -4.75013 -1.63968 1.04728  0.101
H33 -2.66068 -1.69668 4.87044  0.106
C16 -1.14321 1.86861 -2.55170  -0.038
H34 -1.23149 4.82119 3.07193  0.060
H35 3.55732 4.07775 -2.28804  0.038
C17 -2.19350 0.38033 2.17645  -0.199
H36 -0.03456 3.59251 3.13183  0.075
H37 -0.69181 -5.65846 1.32485  0.088
H38 -0.43933 1.37205 -3.22022  0.042
C18 -2.81933 -1.29495 3.85258  -0.096
C19 3.01641 -2.92868 -1.23528  -0.197
Al1 0.86623 -1.49812 -0.13655  -0.583
C20 4.64449 0.60506 -1.12905  -0.239
H39 2.47708 3.56209 0.31951  0.029
Si1 3.27071 1.81655 -1.51822  0.320
C21 4.85663 -4.27888 -1.97993  -0.008
H40 -4.91863 4.43706 2.03436  0.053
O4 -1.68403 2.44927 0.87201  -0.093
H41 -2.66667 -0.89924 -1.19214  0.141
H42 4.67863 -5.36237 -1.89356  0.107
C22 -0.79290 -3.54576 1.42034  -0.191

Properties
- Max |F|: 0.070 Eh/bohr
- Energy above the lowest of the compared OMol25 structures with the same formula, charge and spin: 82.0 kcal per mole
- HOMO-LUMO gap (spin up / spin down): 0.0924 / 0.0925 Eh
- Multiplicity: 1
- Charge: 0

Entry 3:
Computed, not measured: the molecule C6H12N2, with ωB97M-V/def2-TZVPD.

Last column: natural (NBO) charge in e.
Geometry (Å):
H1 2.46248 1.87933 0.45522  0.343
C1 0.58772 -0.84152 0.17484  -0.287
H2 -0.24782 2.12354 -0.53082  0.378
H3 -2.93516 1.08097 1.56026  0.206
H4 1.63570 0.33499 1.76758  0.163
N1 1.92095 1.20730 -0.10444  -0.649
H5 -1.25688 -1.20117 -0.89194  0.223
H6 -0.29403 0.07986 -1.58744  0.216
C2 -1.45137 0.68392 0.11454  0.175
H7 2.32325 -2.12154 -0.08901  0.211
H8 0.23258 -1.38644 1.05896  0.210
H9 0.87893 -2.67052 -0.95949  0.211
H10 1.81816 -1.29519 -1.56589  0.218
C3 -0.62068 -0.34547 -0.62837  -0.446
N2 -1.20204 2.01822 -0.16288  -0.849
H11 -1.81133 2.32125 -0.92442  0.369
C4 1.44952 -1.78603 -0.65798  -0.594
H12 -2.55549 -0.71157 1.26840  0.193
C5 1.43509 0.30261 0.68223  0.162
C6 -2.36959 0.32745 1.02063  -0.451

Properties
- Max |F|: 0.039 Eh/bohr
- Energy above the lowest of the compared OMol25 structures with the same formula, charge and spin: 23.9 kcal per mole
- HOMO-LUMO gap: 0.3555 Eh
- SMILES string: [H]/N=C/[C@H](C)CC(=C)N
- Multiplicity: 1
- Charge: 0

Entry 4:
Computed, not measured: a cluster of 2 separate species, C3H14N5 in total, with ωB97M-V/def2-TZVPD.

Last column: natural (NBO) charge in e.
Geometry (Å):
H1 1.48755 2.68186 0.46109  0.186
H2 -1.91575 -2.20968 0.89059  0.415
C1 -0.40183 -1.57997 -0.02182  0.762
H3 0.51784 -3.14195 0.77297  0.436
N1 0.16940 -1.20412 -1.43537  -0.753
N2 -1.66886 -2.13685 -0.09601  -0.793
C2 -0.55160 2.04548 -0.94874  -0.434
H4 -0.78091 -1.13946 -1.81069  0.397
N3 1.57301 0.61037 0.89602  -0.792
H5 -0.95538 2.68529 0.96664  0.382
H6 0.51826 -2.13722 -1.65709  0.397
H7 0.04614 2.88824 -1.32380  0.190
H8 1.82693 0.42105 -0.07262  0.353
C3 0.92981 1.91750 1.01575  -0.064
H9 -0.27521 1.10233 -1.41592  0.181
H10 0.80285 -0.07664 0.94378  0.297
H11 0.84048 2.08532 2.08760  0.202
H12 -1.64603 -3.06304 -0.51816  0.437
H13 -1.57640 2.21218 -1.28191  0.218
H14 1.21352 -1.72963 1.03022  0.417
N4 -0.43774 1.94743 0.50317  -0.634
N5 0.28391 -2.17848 1.01431  -0.799

Properties
- Max |F|: 0.114 Eh/bohr
- Energy above the lowest of the compared OMol25 structures with the same formula, charge and spin: 121.3 kcal per mole
- HOMO-LUMO gap: 0.2041 Eh
- Multiplicity: 1
- Charge: +1